Entry 1:
Below is a structure of composition C20H12Cl5CoN4S3Se in a non-equilibrium geometry, with properties calculated with ωB97M-V/def2-TZVPD.

Cartesian coordinates (Å):
Co -15.163469 3.938622 3.385475
Cl -15.798216 4.667971 0.041421
C -16.892752 5.362440 1.182516
C -16.666191 5.189745 2.498371
C -17.527128 5.867799 3.397396
Cl -17.359332 5.657206 5.135772
C -18.562591 6.648575 2.926844
Cl -19.472108 7.569059 4.022215
C -18.794981 6.703114 1.585487
Cl -20.151838 7.579145 1.060532
C -18.012676 6.088525 0.679146
Cl -18.254298 6.047190 -1.023714
S -14.912893 2.574715 5.304645
C -14.293593 4.104683 5.892508
C -13.815996 4.324284 7.201131
C -13.251045 5.597684 7.398685
C -13.311038 6.589183 6.447500
C -13.912925 6.274637 5.220140
N -14.246817 5.036169 4.907520
H -13.981932 3.635752 7.968643
H -12.799994 5.921100 8.344934
H -12.969549 7.647568 6.685852
H -13.840253 6.929401 4.418797
C -18.602206 2.634063 2.849751
C -17.480104 1.964731 2.140011
N -16.250758 2.227012 2.213329
C -15.385064 1.477859 1.449536
C -16.004684 0.441022 0.812668
S -17.714926 0.577960 1.124682
C -13.947983 1.857372 1.403615
C -12.893687 1.272240 0.800861
S -11.494626 2.203003 1.009004
C -12.349987 3.356913 1.933654
N -13.627502 3.087730 2.039506
C -11.650558 4.581925 2.512927
H -18.340310 2.917128 3.916722
H -19.397140 2.028803 2.966461
H -18.964518 3.569196 2.411504
H -15.686385 -0.389587 0.319862
H -13.014185 0.335235 0.352369
H -12.174823 5.514981 2.335071
H -10.722023 4.826874 1.947615
H -11.424228 4.466097 3.590606
Se -13.396309 7.588919 1.768217
C -11.854036 7.908862 2.807678
N -11.085895 7.987683 3.680380

Cartesian forces (eV/Å) of the 6 atoms listed first:
-0.3 0.2 -1.0
0.3 -0.3 -0.3
-1.0 0.7 -1.0
0.6 -0.1 2.8
0.5 -0.6 -0.8
0.1 -0.1 -0.5

Calculated values
Multiplicity ... 4
E_LUMO (spin up / spin down) ... 1.966 / 1.959 eV
Relative energy (zero: lowest compared OMol25 entry of this formula, charge and spin) ... 19.17 kcal/mol
Charge ... -1
Max |F| ... 0.0725 hartree/bohr
Expectation value of S² ... 3.7586
Kohn-Sham gap (spin up / spin down) ... 6.30 / 6.30 eV

=====

Entry 2:
Below is a structure of composition C20H12Cl5N2OS4V, with properties calculated with ωB97M-V/def2-TZVPD.

Cartesian coordinates (Å):
V 0.237598 0.229755 -0.546540
Cl 6.950033 -2.084075 2.140744
C 5.452217 -1.514878 1.540940
C 4.273329 -2.195149 1.849271
Cl 4.311193 -3.600050 2.829943
C 3.059537 -1.727660 1.360739
Cl 1.573723 -2.522925 1.742529
C 3.006876 -0.592669 0.556245
O 1.835518 -0.151051 0.075966
C 4.185902 0.088650 0.261892
Cl 4.081858 1.501967 -0.718181
C 5.405411 -0.366519 0.749835
Cl 6.840773 0.488851 0.375711
S 0.435443 2.189316 -1.679666
C -1.067709 1.463767 -2.181078
C -2.279260 2.201897 -2.128040
C -3.450946 1.653623 -2.562681
C -3.475795 0.330220 -3.046691
C -2.335014 -0.420681 -3.070606
C -1.099935 0.122321 -2.642257
S 0.326107 -0.867674 -2.550269
H -2.241346 3.220665 -1.764854
H -4.360892 2.238190 -2.543333
H -4.405883 -0.095008 -3.400396
H -2.351112 -1.438660 -3.438477
C 0.983734 3.181230 1.437696
C -0.299495 2.458494 1.650014
N -0.674619 1.354500 1.044447
C -1.907163 0.911503 1.483056
C -2.493275 1.707964 2.405058
S -1.467186 3.025779 2.756298
C -2.301449 -0.398454 0.983135
C -3.387849 -1.138385 1.293528
S -3.229762 -2.694133 0.616538
C -1.724452 -2.280768 -0.074996
N -1.369280 -1.039743 0.178392
C -0.969668 -3.314843 -0.837754
H 1.785805 2.478006 1.223275
H 1.245035 3.764779 2.318549
H 0.898707 3.859188 0.587932
H -3.434892 1.573607 2.910586
H -4.229102 -0.863431 1.907486
H -1.124067 -3.199576 -1.909837
H -1.305761 -4.307587 -0.542081
H 0.097111 -3.230353 -0.642064

Cartesian forces (eV/Å) of the 6 atoms listed first:
0.8 -0.1 -0.1
0.0 0.0 0.0
0.0 0.0 0.0
0.0 0.0 0.0
0.0 0.0 0.0
-0.3 -0.1 0.0

Calculated values
Multiplicity ... 2
E_LUMO (spin up / spin down) ... -4.499 / -3.714 eV
Relative energy (zero: lowest compared OMol25 entry of this formula, charge and spin) ... 0.00 kcal/mol
Charge ... +1
Max |F| ... 0.0158 hartree/bohr
Expectation value of S² ... 0.8052
Kohn-Sham gap (spin up / spin down) ... 6.75 / 7.75 eV

=====

Entry 3:
Below is a cluster of 2 separate species, C20H12ClF3N4O7S in total in a non-equilibrium geometry, with properties calculated with ωB97M-V/def2-TZVPD.

Cartesian coordinates (Å):
Cl 4.040555 1.561548 2.114882
C 3.144665 0.098157 2.200987
C 3.793708 -1.134777 2.124080
C 3.001439 -2.279526 2.207505
C 1.643648 -2.187661 2.407227
N 1.024063 -0.961702 2.570525
C -0.332981 -0.940485 2.859103
C -1.172683 0.194616 2.760274
C -2.665817 0.029823 2.544340
C -3.421062 1.209258 2.445129
C -4.777626 1.185676 2.121417
C -5.427433 -0.038071 1.923551
C -4.703839 -1.227989 2.067954
C -3.338196 -1.194530 2.384292
O -0.739940 1.372390 2.833197
C 1.777169 0.186539 2.391938
H 4.871213 -1.170094 2.024427
H 3.452355 -3.264566 2.141529
H 0.987317 -3.049287 2.474964
H -0.802266 -1.916600 2.807756
H -2.941374 2.166523 2.638006
H -5.311323 2.131392 2.039665
H -6.488834 -0.057846 1.670964
H -5.210359 -2.188118 1.942370
H -2.792088 -2.127654 2.521789
H 1.255655 1.129294 2.472413
O -2.182230 3.855780 4.206501
S -0.747997 3.907191 4.416483
O 0.204997 4.050455 3.348540
C -0.514136 5.475955 5.494005
F -0.968038 6.521992 4.778557
F -1.226205 5.365580 6.640442
F 0.792786 5.658023 5.787307
C -0.286234 2.479014 5.412334
C 0.964868 1.873083 5.176400
C 1.396584 0.942620 6.130471
N 2.685480 0.465393 6.346468
O 3.745572 0.628808 5.762814
O 2.612601 -0.293786 7.542633
N 1.338608 -0.251134 8.090320
C 0.622281 0.531262 7.233557
C -0.721689 1.079257 7.363392
N -1.686284 0.649600 8.355022
O -1.425375 -0.243806 9.181987
O -2.801817 1.226298 8.310729
C -1.130871 2.066548 6.452295
H 1.619280 2.140900 4.361024
H -2.115026 2.513657 6.554175

Cartesian forces (eV/Å) of the 6 atoms listed first:
0.0 0.1 -0.1
-0.1 -0.8 0.0
-0.3 0.4 0.1
0.0 0.2 0.1
0.0 0.5 0.2
0.4 0.3 -0.2

Calculated values
Multiplicity ... 1
E_LUMO ... -2.441 eV
Max |F| ... 0.0561 hartree/bohr
Kohn-Sham gap ... 5.53 eV

=====

Entry 4:
Below is a structure of composition C20H12F5FeN5 in a non-equilibrium geometry, with properties calculated with ωB97M-V/def2-TZVPD.

Cartesian coordinates (Å):
Fe 0.778129 -1.277368 0.350929
C -1.771518 -4.246648 1.055451
C -2.997853 -3.581021 1.157673
C -3.162773 -2.360585 0.557712
C -2.090942 -1.755498 -0.114773
N -0.882519 -2.375751 -0.164681
C -0.760209 -3.617299 0.392041
N -2.332361 -0.591122 -0.786445
C -1.411097 0.245674 -1.071133
N -0.109091 0.241613 -0.604439
C 0.543247 1.362072 -1.086018
N 1.737192 1.731162 -0.819331
C 2.624293 0.942645 -0.146783
C 3.687054 1.569553 0.520500
C 4.655508 0.818528 1.131829
C 4.610583 -0.577578 1.049372
C 3.562141 -1.141582 0.384385
N 2.554376 -0.415362 -0.188046
C -0.393019 2.117437 -1.941872
C -0.223215 3.272249 -2.674472
C -1.313183 3.719034 -3.416484
C -2.522065 3.026726 -3.409337
C -2.682757 1.865177 -2.659111
C -1.595106 1.430486 -1.933168
H -1.619371 -5.228753 1.479919
H -3.822089 -4.039668 1.689065
H -4.103949 -1.829368 0.582612
H 0.197251 -4.109018 0.254712
H 3.704955 2.650350 0.532973
H 5.467928 1.305574 1.656370
H 5.378976 -1.198886 1.486276
H 3.507979 -2.217121 0.252290
H 0.717267 3.807998 -2.666760
H -1.218979 4.616407 -4.013992
H -3.348862 3.396751 -4.001701
H -3.621593 1.326984 -2.639631
F -0.079476 -1.659671 2.598499
C 0.284735 -0.364310 2.253365
F 1.551102 -0.203089 2.700419
C -0.666297 0.621965 2.922826
F -1.902731 0.389282 2.488167
F -0.626863 0.474018 4.240668
F -0.304777 1.858007 2.600137

Cartesian forces (eV/Å) of the 6 atoms listed first:
-1.0 1.6 -1.0
0.0 -0.1 0.0
-0.1 0.0 0.1
-0.1 0.0 0.0
0.2 -0.2 -0.1
0.3 -0.3 0.7

Calculated values
Multiplicity ... 6
E_LUMO (spin up / spin down) ... -3.951 / -4.867 eV
Relative energy (zero: lowest compared OMol25 entry of this formula, charge and spin) ... 12.39 kcal/mol
Charge ... +1
Max |F| ... 0.0420 hartree/bohr
Expectation value of S² ... 8.7695
Kohn-Sham gap (spin up / spin down) ... 7.78 / 6.97 eV

=====

Entry 5:
Below is a structure of composition C20H12F5N2ORhSe, with properties calculated with ωB97M-V/def2-TZVPD.

Cartesian coordinates (Å):
Rh 1.352130 0.234987 0.156637
C 3.310612 0.826577 1.644655
C 3.631237 1.285882 0.346070
C 2.633502 2.202556 -0.057335
C 1.710530 2.338820 1.015009
C 2.118929 1.464514 2.058088
H 3.904440 0.155757 2.245801
H 4.513322 1.033816 -0.221786
H 2.658706 2.811168 -0.947115
H 0.910554 3.058128 1.076763
H 1.672309 1.406947 3.037543
O -0.335080 -1.011342 -0.029748
C -0.672337 -2.264651 -0.139812
C -2.047320 -2.599385 -0.176904
C -2.466522 -3.901726 -0.287853
C -1.531348 -4.937024 -0.348490
C -0.189994 -4.635693 -0.307132
C 0.273164 -3.315684 -0.221615
C 1.692036 -3.020396 -0.272417
N 2.285939 -1.832541 -0.310136
C 3.636150 -2.057694 -0.426610
C 3.876462 -3.392172 -0.459041
N 2.644697 -3.987019 -0.361620
H -2.748769 -1.778016 -0.111348
H -3.525746 -4.123712 -0.325452
H -1.859905 -5.963819 -0.435848
H 0.513417 -5.460237 -0.343471
H 4.342282 -1.249550 -0.493346
H 4.786732 -3.958204 -0.543366
H 2.480929 -4.975782 -0.341830
F -4.974479 6.159908 -0.327681
C -4.162003 5.114496 -0.352585
C -4.209815 4.223051 -1.413580
F -5.077079 4.423814 -2.402789
C -3.362257 3.133821 -1.425741
F -3.420720 2.281473 -2.447072
C -2.451765 2.898684 -0.398713
Se -1.459004 1.265794 -0.316382
C -2.417447 3.821432 0.642616
F -1.552261 3.640462 1.643232
C -3.262135 4.912890 0.680743
F -3.222113 5.769667 1.699645

Cartesian forces (eV/Å) of the 6 atoms listed first:
0.1 -0.5 0.2
-0.1 0.1 0.1
-0.2 0.1 -0.1
0.2 0.3 0.0
0.3 0.0 0.1
0.2 0.2 0.1

Calculated values
Multiplicity ... 5
E_LUMO (spin up / spin down) ... 0.366 / -2.401 eV
Max |F| ... 0.0104 hartree/bohr
Expectation value of S² ... 6.0227
Kohn-Sham gap (spin up / spin down) ... 7.73 / 5.22 eV

=====

- The highest multiplicity belongs to which entry?
  C20H12F5FeN5

=====

- Which of these has the lowest multiplicity?
  C20H12ClF3N4O7S

=====

- Which formula does entry 5 have?
  C20H12F5N2ORhSe

=====

- Look up the multiplicity of the fifth one.
  5